{
  "formula": "C36H61B3N14O5",
  "method": "ωB97M-V/def2-TZVPD",
  "elements": ["C", "C", "C", "O", "O", "C", "C", "B", "O", "B", "C", "N", "O", "B", "C", "C", "C", "C", "O", "H", "H", "H", "H", "H", "H", "H", "H", "H", "H", "H", "H", "H", "H", "H", "H", "H", "H", "H", "H", "H", "H", "C", "C", "N", "H", "H", "H", "C", "C", "N", "H", "H", "H", "C", "C", "N", "H", "H", "H", "C", "C", "N", "H", "H", "H", "C", "C", "N", "H", "H", "H", "C", "C", "N", "H", "H", "H", "C", "C", "N", "H", "H", "H", "C", "C", "N", "H", "H", "H", "C", "C", "N", "H", "H", "H", "C", "C", "N", "H", "H", "H", "C", "C", "N", "H", "H", "H", "C", "C", "N", "H", "H", "H", "C", "C", "N", "H", "H", "H"],
  "coordinates": [[-6.5871, -5.7461, -1.2457], [-6.6373, -4.2039, -0.6652], [-5.2609, -3.7527, 0.0714], [-4.7563, -4.4548, 1.0436], [-4.5688, -2.5503, -0.3797], [-3.6347, -2.9972, -1.4340], [-2.9230, -1.6767, -2.1195], [-1.3244, -1.5557, -1.8005], [-0.3519, -1.6942, -2.9284], [0.3596, -2.9541, -2.5588], [0.1011, -4.3076, -3.4428], [-1.2091, -4.9030, -2.9042], [1.2166, -2.8613, -1.3682], [0.7253, -1.6838, -0.5993], [1.8832, -0.7222, 0.0695], [2.0264, -0.8697, 1.6801], [3.2940, 0.0257, 2.2545], [2.3023, -2.3963, 2.1994], [-0.7234, -1.3647, -0.4778], [-7.6747, -6.1160, -1.3938], [-6.0622, -6.4364, -0.4794], [-6.0384, -5.8070, -2.2786], [-6.8346, -3.5288, -1.5874], [-7.5505, -4.0951, 0.0676], [-4.1960, -3.5810, -2.2902], [-2.8441, -3.7505, -1.0173], [-3.5161, -0.7210, -1.8465], [-3.0151, -1.8555, -3.2757], [-0.0690, -4.0550, -4.5695], [0.9506, -5.0721, -3.2534], [-1.9426, -4.7336, -3.6157], [-0.9948, -5.9145, -2.7869], [1.6373, 0.3692, -0.2769], [2.9131, -0.9990, -0.4209], [1.0831, -0.4120, 2.1964], [4.2779, -0.4730, 1.8408], [3.2233, 1.1443, 1.9563], [3.3138, -0.0898, 3.4165], [1.4578, -2.6497, 2.9571], [2.4281, -3.1735, 1.3476], [3.3014, -2.4110, 2.8234], [5.8693, -2.2835, -2.5829], [5.4660, -1.0041, -1.8898], [5.1414, 0.0250, -1.3314], [6.1075, -2.0803, -3.6295], [6.7478, -2.7104, -2.0941], [5.0504, -3.0051, -2.5376], [-5.3236, -5.0204, 4.1016], [-6.2960, -5.0534, 5.2568], [-7.0784, -5.0800, 6.1862], [-5.8331, -4.6855, 3.1956], [-4.5045, -4.3329, 4.3240], [-4.9142, -6.0187, 3.9311], [5.7053, 3.1511, -0.8265], [5.3011, 4.4295, -0.1322], [4.9758, 5.4576, 0.4278], [5.9435, 3.3551, -1.8730], [6.5841, 2.7241, -0.3382], [4.8873, 2.4287, -0.7821], [0.9387, 6.0029, 0.7597], [1.4293, 4.6599, 1.2466], [1.8238, 3.5789, 1.6386], [1.3150, 6.1934, -0.2480], [-0.1521, 6.0155, 0.7403], [1.2918, 6.7922, 1.4264], [-1.7634, 7.8625, 3.7902], [-1.3618, 7.9011, 2.3320], [-1.0361, 7.9334, 1.1589], [-2.7083, 8.3802, 3.9339], [-1.8698, 6.8277, 4.1207], [-0.9942, 8.3535, 4.3986], [-5.5788, 6.7255, 1.3938], [-4.3394, 7.1301, 2.1559], [-3.3363, 7.4576, 2.7730], [-5.2992, 6.1545, 0.5054], [-6.2199, 6.1079, 2.0270], [-6.1331, 7.6149, 1.0856], [1.8248, -7.8963, -1.7786], [0.7257, -7.8460, -2.8123], [-0.1594, -7.8039, -3.6448], [2.3487, -6.9381, -1.7451], [1.3996, -8.1042, -0.7937], [2.5386, -8.6835, -2.0319], [-2.5713, -1.4007, -6.7386], [-1.8499, -1.3923, -5.4094], [-1.2619, -1.3855, -4.3268], [-2.9047, -0.3908, -6.9870], [-1.9011, -1.7574, -7.5242], [-3.4412, -2.0600, -6.6864], [7.3908, 0.3057, 3.3825], [6.3898, -0.6954, 3.9075], [5.5844, -1.5008, 4.3298], [8.1333, -0.2011, 2.7618], [6.8804, 1.0618, 2.7814], [7.8986, 0.7964, 4.2159], [0.0649, 1.5240, -8.4802], [-1.0250, 0.7439, -9.1760], [-1.9021, 0.1161, -9.7358], [-0.3343, 2.0011, -7.5822], [0.8786, 0.8533, -8.1952], [0.4559, 2.2943, -9.1488], [7.4492, 7.2783, 2.1491], [8.3661, 7.0878, 3.3340], [9.1039, 6.9345, 4.2874], [8.0391, 7.3960, 1.2372], [6.7956, 6.4098, 2.0405], [6.8351, 8.1701, 2.2932], [-4.4208, 9.9340, 6.7509], [-3.3546, 8.8671, 6.6773], [-2.4968, 8.0086, 6.6182], [-4.2442, 10.6899, 5.9822], [-5.4051, 9.4879, 6.5922], [-4.4008, 10.4129, 7.7324], [-1.2064, -6.1764, 1.3813], [-0.1454, -7.2500, 1.3253], [0.7088, -8.1141, 1.2797], [-1.0201, -5.4284, 0.6069], [-2.1921, -6.6185, 1.2194], [-1.1909, -5.6886, 2.3585]],
  "atomic_forces_ev_per_a": [[0.1, 0.2, 0.3], [0.0, 0.0, -0.7], [1.9, -2.3, 3.3], [-2.7, 3.7, -5.1], [-0.9, -3.3, -0.2], [1.0, 0.0, -1.1], [-0.8, -0.8, -0.5], [1.5, 0.2, 0.5], [4.9, -5.7, 12.2], [0.7, 1.4, 1.0], [0.2, 0.3, -0.2], [1.1, 0.1, -0.4], [-3.2, 1.5, -1.0], [0.5, 0.1, 0.0], [0.2, -0.3, -0.3], [0.8, 1.0, 0.6], [-0.2, -0.8, -0.3], [0.3, 0.6, 0.7], [1.5, -1.5, -3.1], [1.9, 0.7, 0.2], [-0.9, 1.2, -1.3], [-1.0, 0.2, 2.1], [0.4, -0.9, 1.8], [2.0, -0.2, -1.2], [0.8, 1.2, 1.7], [-1.5, 1.5, -0.5], [0.9, -1.6, -0.3], [0.0, 0.6, 2.5], [0.9, -0.6, 1.9], [-1.4, 1.3, -0.7], [0.7, -0.6, 0.7], [-0.9, 1.0, -0.5], [0.5, -1.8, 1.0], [-1.9, 0.5, 1.0], [1.6, -1.1, -1.0], [-1.8, 1.1, 0.7], [0.1, -1.9, 0.5], [0.0, 0.3, -2.1], [1.4, 0.0, -1.5], [-0.5, 1.3, 1.4], [-1.9, 0.0, -1.3], [-0.3, 0.9, 0.5], [-1.4, 4.6, 2.5], [1.9, -5.9, -3.3], [-0.1, 0.1, 0.2], [-0.1, 0.1, 0.0], [0.0, 0.2, 0.1], [-0.8, 0.0, 0.9], [-3.5, -0.1, 4.2], [4.5, 0.2, -5.3], [0.1, -0.1, 0.2], [-0.2, -0.1, 0.0], [-0.1, 0.1, 0.1], [-0.4, 1.0, 0.5], [-1.4, 4.6, 2.5], [1.9, -5.8, -3.2], [-0.1, 0.1, 0.2], [-0.2, 0.1, 0.0], [0.1, 0.1, 0.1], [0.5, -1.3, 0.3], [1.9, -4.8, 1.7], [-2.3, 6.1, -2.2], [0.0, -0.1, 0.2], [0.4, -0.1, 0.0], [-0.1, -0.2, -0.1], [4.6, 2.1, 2.1], [2.3, 0.7, -5.0], [-1.9, 0.3, 6.7], [1.8, 0.8, 1.2], [0.1, 0.3, 0.1], [0.6, -0.3, 0.0], [0.9, 0.3, 0.6], [3.8, 1.3, 2.6], [-13.0, -5.1, -8.4], [0.1, 0.1, 0.1], [0.2, 0.1, 0.0], [0.1, -0.1, 0.1], [-0.8, 0.0, -0.8], [-3.8, 0.1, -3.6], [5.0, -0.3, 4.7], [-0.1, -0.1, -0.1], [0.0, 0.0, -0.2], [-0.2, 0.1, -0.1], [0.6, -0.3, 0.9], [2.3, -0.2, 3.6], [-9.2, 3.8, -15.5], [0.1, -0.1, 0.1], [-0.1, 0.1, 0.1], [0.1, 0.1, 0.0], [-0.7, -0.7, 0.4], [-3.6, -3.6, 1.9], [4.7, 4.6, -2.4], [-0.1, 0.0, 0.1], [0.0, -0.1, 0.1], [-0.1, -0.1, -0.1], [-0.8, -0.6, -0.5], [-3.9, -2.8, -2.5], [5.0, 3.6, 3.2], [0.0, -0.1, -0.1], [-0.2, 0.0, -0.1], [-0.1, -0.1, 0.0], [0.7, -0.2, 0.9], [3.3, -0.6, 4.3], [-4.2, 0.9, -5.4], [0.0, 0.0, 0.2], [0.1, 0.1, 0.0], [0.1, -0.1, 0.1], [0.8, -0.8, -0.1], [3.8, -3.9, -0.2], [-5.0, 4.9, 0.5], [0.1, -0.1, 0.1], [0.2, 0.0, 0.0], [0.1, -0.1, -0.1], [0.8, -0.8, 0.0], [3.8, -3.8, -0.1], [-4.9, 5.0, 0.3], [0.0, -0.1, 0.1], [0.2, 0.0, 0.0], [0.1, -0.1, -0.1]],
  "charge": 0,
  "fmax_ev_per_a": 18.47,
  "homo_lumo_gap_ev": 7.64,
  "e_tot_ev": -71436.5489
}